# 1
C39H48MnN2O6SSbSi | ωB97M-V with the def2-TZVPD basis set

HOMO (alpha / beta)   -16.166 / -16.166 eV
Gap between HOMO and LUMO (alpha / beta)   6.23 / 7.15 eV
<S²>   0.803
Net charge   +3
Spin multiplicity   2

XYZ file:
```
99
Properties=species:S:1:pos:R:3:forces:R:3:mulliken_charge:R:1
Sb -0.7620 -1.1390 4.2598 0.03 -0.04 0.05 1.551
Mn -0.1241 -0.3078 0.3755 0.21 -0.86 0.81 -0.167
S 0.1268 -1.6379 2.0663 0.24 -0.04 0.05 -0.118
Si 0.6289 0.9110 -4.0537 -0.01 -0.06 -0.13 -0.128
O 1.9264 2.6060 1.8838 0.05 -0.11 -0.13 -0.508
O 1.1462 0.9056 0.6201 0.35 -0.21 -0.66 -0.473
O -1.7690 -0.6658 -0.1366 -0.05 -0.26 -0.69 -0.450
O -3.9797 -0.5352 0.3171 0.09 -0.11 -0.12 -0.528
O 0.8384 -1.5827 -0.7202 0.15 0.43 0.39 -0.387
O -0.2762 -2.8447 -2.1924 -0.03 0.04 0.08 -0.741
N -1.0984 1.0569 1.3320 -0.38 0.54 0.38 2.091
N 1.3324 -4.8456 -2.2111 -0.14 0.07 -0.18 0.096
C -1.6382 2.1968 -4.9105 0.23 0.00 -0.11 -1.929
C 0.3854 -2.5540 5.3358 -0.45 0.34 -0.22 0.772
C -2.4243 1.0032 1.3378 0.08 -0.30 -0.15 0.363
C -1.9705 -0.0214 -3.7543 0.06 -0.06 0.01 -1.792
C 1.0312 1.9343 1.4933 -0.43 0.37 0.35 0.325
C -2.4832 3.0373 2.5605 -0.03 -0.05 -0.07 -0.788
C 2.8396 2.3928 -4.7641 -0.12 -0.08 -0.06 -1.861
C 0.2476 -3.9031 5.0239 0.03 0.00 -0.02 -0.656
C -3.2184 -2.4754 3.0924 -0.03 0.07 -0.01 -0.621
C 1.1981 -2.1182 6.3747 0.03 0.01 -0.01 -0.357
C -0.7675 2.8513 6.0211 -0.05 0.00 0.02 -0.664
C -1.0947 3.1146 2.4747 0.02 0.10 0.04 -0.460
C -1.4213 2.0404 -2.4173 -0.04 0.15 0.01 -1.693
C -3.1703 1.9796 1.9658 -0.03 0.04 0.00 -0.668
C -2.8330 -1.5840 4.0871 0.63 0.22 0.09 1.273
C -2.8688 -0.1562 0.4733 -0.15 0.53 0.46 0.253
C -4.5609 -2.8037 2.9774 -0.03 -0.04 -0.02 -0.620
C -1.1800 1.2986 -3.7415 0.19 -0.12 0.31 2.192
C 0.5783 3.1973 6.0133 0.00 -0.02 -0.02 -0.721
C -0.4303 2.0851 1.8427 0.19 -0.20 -0.14 0.098
C 1.9083 -3.0625 7.1028 0.01 0.01 0.04 -0.713
C 1.9989 -5.8788 -0.1648 -0.01 0.10 -0.03 -0.737
C 0.6424 -2.6432 -1.4123 -0.12 -0.16 -0.42 0.462
C 3.0463 0.8701 -2.7599 -0.11 -0.11 -0.02 -1.719
C 1.7354 -4.3990 0.1287 0.04 -0.09 -0.03 -0.488
C 0.9625 -4.8318 5.7635 -0.04 -0.04 -0.03 -0.704
C -0.2232 0.7960 4.9270 -0.26 -0.54 -0.14 0.913
C 1.5214 2.3474 5.4479 0.04 -0.01 -0.01 -0.626
C -5.0896 -1.3692 4.8404 -0.02 0.03 0.03 -0.790
C 1.2098 -6.1369 -1.4414 0.08 -0.22 0.25 -0.649
C -5.4932 -2.2468 3.8429 0.04 0.00 -0.03 -0.635
C -3.7503 -1.0322 4.9747 -0.06 -0.05 0.05 -0.767
C 0.9393 -0.6018 -5.0657 0.09 0.20 0.04 -1.126
C 1.7104 -3.7431 -1.2597 -0.05 0.33 0.29 -0.347
C 2.1341 1.8742 -3.4930 -0.27 0.02 0.02 2.018
C 1.7924 -4.4112 6.7960 0.00 0.03 -0.03 -0.576
C -1.1809 1.6456 5.4715 0.05 0.02 0.01 -0.841
C 1.8014 3.0562 -2.5745 0.01 -0.05 -0.03 -1.529
C 1.1275 1.1300 4.9105 0.00 0.07 -0.07 -0.693
H -1.1028 3.1488 -4.9388 -0.03 0.02 0.00 0.467
H 1.5906 -6.9589 -2.0408 -0.04 0.03 -0.06 0.406
H 3.0917 1.5938 -5.4645 0.02 0.01 0.01 0.386
H -3.0374 3.8224 3.0579 0.01 0.02 -0.02 0.542
H -0.4096 -4.2302 4.2263 -0.01 -0.03 0.02 0.349
H -1.0107 1.5388 -1.5330 0.07 -0.08 -0.15 -0.013
H 1.9995 -0.8006 -5.2152 0.00 0.04 0.02 0.445
H 1.2781 -1.0682 6.6261 0.01 0.00 0.02 0.425
H 0.8955 4.1303 6.4597 0.00 0.01 -0.02 0.441
H -4.2507 1.9257 1.9515 0.00 0.00 0.03 0.678
H -1.4974 3.5131 6.4690 0.01 0.01 0.00 0.497
H -6.5393 -2.5022 3.7437 0.00 -0.01 0.01 0.437
H -4.8770 -3.4984 2.2110 -0.02 0.02 -0.01 0.452
H 2.5676 2.6218 5.4342 -0.01 0.02 0.01 0.498
H -3.0274 0.2019 -3.5934 -0.01 0.02 -0.02 0.517
H 3.9196 1.4058 -2.3824 0.02 0.01 -0.02 0.523
H 2.5523 0.4031 -1.9021 0.04 0.03 0.03 0.268
H 2.6881 -3.3425 -1.5221 0.01 -0.05 -0.08 0.356
H 0.4633 -1.4678 -4.5975 -0.05 0.03 0.03 0.333
H -2.2307 1.3838 5.4713 0.00 0.02 0.03 0.270
H 0.4770 -0.4847 -6.0521 -0.05 0.00 0.03 0.444
H -2.7006 2.4172 -4.7865 -0.01 -0.01 0.01 0.445
H -0.5422 3.9563 2.8705 0.02 -0.03 0.02 0.668
H 0.7738 -4.2672 0.6278 -0.03 -0.01 -0.02 0.151
H 2.5037 -3.9526 0.7550 -0.03 0.03 0.02 0.403
H 0.4289 -4.5236 -2.6103 0.05 -0.08 -0.02 0.336
H 2.7331 3.5618 -2.3123 0.00 0.01 0.01 0.577
H 1.1608 3.7896 -3.0665 -0.01 0.00 0.02 0.377
H -1.6532 -0.7108 -2.9671 -0.02 0.02 -0.03 0.274
H 3.0634 -6.0563 -0.3234 0.00 -0.01 -0.02 0.343
H 1.6664 -6.5309 0.6393 0.03 -0.01 0.00 0.410
H 2.2370 3.1366 -5.2891 0.03 0.02 -0.01 0.482
H -5.8166 -0.9516 5.5238 0.00 0.00 0.00 0.473
H -2.4927 -2.9029 2.4110 -0.02 -0.01 -0.02 0.440
H -1.8906 -0.5362 -4.7126 -0.01 0.00 0.00 0.432
H 1.3272 2.7364 -1.6452 0.00 0.00 0.00 0.035
H -1.0230 3.0546 -2.4394 -0.01 -0.02 0.02 0.378
H 2.5407 -2.7415 7.9193 0.01 -0.01 -0.01 0.430
H 3.7722 2.8750 -4.4640 0.01 0.00 -0.01 0.471
H 1.8689 0.4647 4.4819 0.01 0.00 0.02 0.530
H -2.5011 2.1084 -2.2606 -0.02 0.05 -0.02 0.669
H 0.8596 -5.8861 5.5444 0.02 0.00 0.00 0.433
H 1.9931 -4.9365 -2.9802 0.06 0.01 0.05 0.400
H 0.1559 -6.3077 -1.2325 -0.03 0.08 -0.07 0.288
H 2.3482 -5.1416 7.3681 -0.02 0.00 0.02 0.422
H -3.4440 -0.3768 5.7792 -0.01 0.00 0.01 0.441
H 3.4024 0.0837 -3.4276 0.03 0.00 0.01 0.352
H -1.5183 1.7041 -5.8779 -0.04 0.01 -0.02 0.480
```
Positions in Å, forces in eV/Å.



# 2
C39H49BiN12O3PSSiTe | ωB97M-V with the def2-TZVPD basis set

HOMO   -4.848 eV
Gap between HOMO and LUMO   7.05 eV
Net charge   -1

XYZ file:
```
108
Properties=species:S:1:pos:R:3:forces:R:3:mulliken_charge:R:1
Bi -0.7161 -0.4166 -0.1639 -0.13 -0.84 0.29 1.973
Te -2.9302 0.7272 -5.0714 0.08 -0.41 0.52 -0.478
S -1.8179 -2.4092 0.6397 0.35 0.36 -0.03 -0.842
P -2.7053 -0.8792 -3.2938 -0.79 0.85 -0.08 -0.545
Si -4.3500 3.3490 -0.1874 0.96 -0.87 -0.06 0.100
O -2.4592 -2.2771 -3.9915 0.73 -0.61 -0.70 -0.241
O -4.0638 -1.2000 -2.5167 0.07 0.01 0.63 -0.035
O -1.6937 -0.6080 -2.2091 0.42 -0.04 -0.55 -0.045
N 0.2437 -0.0439 2.5057 -0.02 -0.59 -0.22 0.067
N 0.7339 0.3552 -4.9165 -0.97 -1.74 -0.17 0.033
N 3.5597 -4.2571 1.9595 -0.01 0.40 0.07 -0.409
N 2.9378 3.7444 1.9518 1.08 -1.46 0.37 -0.510
N 4.7746 -0.7724 5.5130 -0.81 -0.97 -0.25 -0.567
N 1.3436 0.6868 -2.6842 0.43 1.08 0.17 -0.234
N 2.3975 2.7914 -2.2813 -0.29 -0.03 -1.29 -0.256
N 4.4094 -3.4242 2.4456 0.61 -0.28 0.30 -0.503
N 2.6101 -3.5221 1.3644 -0.35 0.05 -0.21 1.000
N 4.0775 -2.1377 2.2102 -0.96 -0.75 -0.97 -0.255
N 2.6817 2.3583 -1.0245 0.18 -0.32 1.12 -0.269
N 2.5874 -0.2953 6.4496 0.44 0.06 -0.61 -0.561
C -4.7053 3.5661 -2.0265 -1.15 -1.08 0.37 -0.776
C 1.5125 -4.5883 -0.6466 -1.93 -0.55 -0.48 1.250
C 3.3007 3.5978 3.2606 -1.24 0.82 -0.18 -0.299
C -5.3498 -0.6773 -2.7646 0.25 0.75 -1.85 -0.079
C -3.3750 -4.4453 -3.5052 -1.61 0.13 -1.27 -1.401
C -3.6050 5.0071 0.4022 -1.00 0.16 -0.48 -1.081
C 3.3762 3.2158 -0.3896 -0.39 -0.21 0.22 -0.629
C -3.0668 1.9932 0.0781 0.10 0.46 -0.06 0.083
C -0.2212 -1.5261 5.8301 0.10 -0.91 1.09 -1.038
C -0.4118 0.8264 5.0325 0.60 1.17 -0.75 -0.119
C 1.7356 1.9857 -3.0562 0.31 0.59 1.12 0.069
C 4.4111 2.9288 3.7638 0.08 -0.13 -0.99 -0.479
C -5.7969 2.7769 0.8681 -0.15 0.63 0.51 -1.060
C 0.8098 1.6498 -5.2529 -0.02 1.52 -1.51 0.307
C 3.1525 -2.4745 5.6822 -1.30 0.77 -0.19 -0.496
C -6.0605 -0.3914 -1.5049 -0.33 -1.75 1.53 -0.816
C 1.5118 3.9266 -4.7173 0.78 -0.24 0.84 -0.279
C -2.1998 1.1531 0.2809 -0.77 0.50 -0.19 -0.634
C 0.5481 3.4297 -6.8137 0.33 0.14 0.12 -0.377
C 3.7054 3.0718 1.0647 0.47 0.77 0.70 0.696
C 1.1801 4.3819 -5.9741 -0.23 -0.88 0.54 -0.816
C 2.2358 -1.5451 6.1983 0.42 -0.23 0.22 0.932
C 0.8480 -0.0103 -3.6198 -0.32 -1.79 -0.58 -0.605
C -0.1818 -0.5245 4.7685 0.15 0.29 0.44 0.215
C 4.8913 2.4293 1.4727 -1.44 0.68 -0.04 -0.581
C -0.2941 1.7919 4.0315 0.63 -1.78 -0.67 -1.063
C 2.9560 -2.2324 1.5007 -0.83 0.93 0.44 -0.443
C 0.3618 2.0957 -6.5113 0.07 1.55 0.97 -0.879
C 0.8610 -1.9889 6.4872 -1.34 0.09 -0.97 -0.804
C -2.3069 -3.4686 -3.1956 1.01 0.48 0.45 0.637
C 4.3797 -2.0665 5.2732 0.93 1.17 0.72 -0.322
C 5.2359 2.3434 2.7932 0.56 -0.41 0.96 -0.257
C 0.1204 -0.9381 3.5041 -0.49 1.83 -0.65 -0.273
C 2.5466 -5.6619 -0.8423 0.20 0.13 -0.71 -1.995
C 1.3746 -4.1649 0.8246 -0.06 0.92 -0.23 -0.580
C 1.3356 2.5385 -4.3580 0.71 1.46 0.34 0.692
C 0.0724 1.2281 2.7455 -0.80 1.81 1.88 -0.330
C 1.6670 -3.4469 -1.6590 0.23 -0.64 -0.33 -0.863
C 3.8408 0.0013 6.0591 0.67 0.24 0.80 -0.186
H 0.5010 -3.4552 0.9716 0.89 -0.79 -0.14 -0.352
H -5.3875 4.4088 -2.1481 -0.20 -0.02 -0.04 0.350
H -5.8690 -1.3821 -3.4231 -0.15 0.06 0.12 0.189
H 4.1695 1.0017 6.3606 -0.10 -0.19 -0.40 0.450
H -2.3133 -3.1560 -2.1521 0.09 -0.32 0.26 -0.138
H -4.3466 -4.1750 -3.0326 0.61 -0.04 -0.46 0.222
H 6.1488 1.7795 3.0680 -0.65 0.51 -0.07 0.352
H 5.5197 2.0601 0.7261 0.86 -0.82 -1.02 0.466
H 0.1654 3.7537 -7.7425 -0.41 0.42 -0.97 0.418
H 5.0723 -2.7929 4.8413 -0.04 0.62 -0.07 0.481
H -2.5688 5.1086 0.0602 -0.29 0.10 -0.02 0.303
H -5.1486 2.6522 -2.5268 0.57 1.02 0.55 0.148
H 2.5553 4.0954 3.9045 0.72 -0.28 0.05 0.385
H -6.0473 -1.3067 -0.8433 -0.17 0.82 -0.63 0.289
H -0.3518 1.5426 -7.0793 0.09 -0.69 -0.52 0.431
H 2.0057 4.6224 -3.9919 -0.65 -0.97 -0.58 0.335
H -6.4659 1.9687 0.5435 0.51 0.16 -0.13 0.318
H 2.4578 -6.4680 -0.1527 -0.32 -0.76 0.54 0.434
H 4.6736 2.8617 4.8197 -0.37 0.13 -0.31 0.496
H 3.5578 -5.3359 -0.7637 0.89 0.68 0.29 0.385
H -5.2112 0.2675 -3.3309 -0.26 -0.45 0.05 0.060
H -3.6441 5.1313 1.4650 0.32 -0.35 0.89 0.331
H 0.1501 1.8928 1.9165 0.25 0.42 -0.62 0.664
H -6.4122 3.6616 1.0114 -0.45 0.22 -0.02 0.358
H 0.7222 -2.8699 7.0938 0.12 -0.04 0.38 0.439
H 0.1363 -0.2151 -5.5173 0.20 0.09 0.42 0.347
H -3.5069 -4.5236 -4.6260 0.03 0.10 1.16 0.267
H 2.7359 -3.4113 5.4477 0.03 -1.36 -0.16 0.507
H 1.9658 -3.8799 -2.6570 -0.40 0.57 0.91 0.426
H -0.5462 1.1540 6.0411 -0.33 -0.03 0.55 0.422
H -5.5232 0.3505 -0.9620 0.35 0.74 0.49 -0.149
H -3.1098 -5.4170 -3.1492 0.24 -0.72 0.33 0.459
H 0.5123 -5.1003 -0.9230 1.22 0.84 0.72 0.117
H -1.2161 -1.9656 6.0171 0.60 0.08 0.12 0.434
H -7.0934 -0.0847 -1.6508 -0.04 0.07 -0.17 0.440
H -4.2382 5.8719 0.0908 0.55 -0.56 -0.40 0.306
H -0.3945 2.8740 4.2560 0.02 -0.97 -0.53 0.469
H -5.4280 2.5621 1.8850 0.02 -0.20 -0.40 0.324
H -1.3159 -3.9178 -3.4163 -0.39 0.43 0.00 0.219
H 1.3556 5.4385 -6.2292 -0.26 -0.74 -0.12 0.362
H 2.4360 -2.7586 -1.3395 0.45 0.26 -0.04 0.342
H 3.6795 4.1156 -0.9200 0.10 0.27 0.13 0.465
H 0.5008 -1.0466 -3.4619 0.25 0.60 0.28 0.550
H 0.1365 -1.9500 3.2188 0.30 -1.23 -0.21 0.548
H 0.7454 -2.8738 -1.7464 -0.14 -0.06 -0.11 -0.267
H 2.2867 -1.3939 1.2146 0.75 -0.71 0.07 0.639
H 1.2551 -5.0649 1.4279 -0.17 0.15 0.08 0.425
H -3.7995 3.8401 -2.5210 0.74 -0.01 -0.46 0.301
H 2.4761 -6.0281 -1.8576 -0.18 -0.38 -0.28 0.491
```
Positions in Å, forces in eV/Å.



In kJ/mol, the relative energy (zero: lowest compared OMol25 entry of this formula, charge and spin) values for the records above are, in order, 20.06; 80.98.